The following is a DFT calculation (ωB97M-V/def2-TZVPD) of a structure of composition C27H51GdN2O2P3 in a non-equilibrium geometry.

```
86
Properties=species:S:1:pos:R:3:forces:R:3
Gd 0.5331 -0.5602 -0.2131 0.0879 -0.3060 -1.7437
P -0.6447 0.3517 2.1845 -1.1411 0.4343 1.0072
P 2.8604 -1.5169 0.8340 1.6075 0.0679 0.2424
P -1.5807 -2.4229 -0.1742 -1.1820 -0.8035 -0.1129
H 0.4178 0.9634 -4.6703 -0.4950 0.2979 -0.4732
C -0.6120 0.5909 -4.7201 0.0293 -0.0509 0.6593
C -1.7083 1.2416 -4.3060 -0.0701 -0.7352 -0.4578
H -1.8656 2.3091 -4.1185 0.5746 -0.4296 0.2316
C -0.0299 1.9630 2.8118 0.3134 0.0050 0.1681
C -0.3715 -0.7964 3.5895 0.0762 0.0680 0.0591
C -2.4546 0.6959 2.2589 -0.0891 -0.0387 0.2091
C 4.1440 -2.0242 -0.3375 0.0860 -0.3305 -0.3952
C 3.7056 -0.3261 1.9646 -0.4903 0.3303 0.4446
C 2.4424 -3.0847 1.6439 -0.4773 0.1205 0.1336
C -3.0947 -1.7329 -0.9377 -0.0038 0.1339 -0.2676
C -2.1735 -3.0577 1.4309 -0.1542 -0.1931 0.2634
C -1.3609 -3.9953 -1.0706 -0.3922 -0.5796 -0.2167
H -0.7187 -0.4453 -5.0728 0.1166 0.4044 0.3653
H -2.6048 0.6195 -4.2761 -0.1043 0.4740 -0.2156
H -0.4389 2.7638 2.1795 0.1040 -0.2259 0.3026
H 1.0683 1.9976 2.7577 -0.2483 0.0088 0.0928
H -0.3406 2.1135 3.8547 0.0538 0.0258 -0.2700
H 0.7096 -0.9576 3.7234 -0.3361 0.0183 0.0447
H -0.8558 -1.7655 3.4002 0.2018 0.3724 0.0674
H -0.7893 -0.3617 4.5092 0.1538 -0.1772 -0.2119
H -2.6990 1.5425 1.6030 0.0346 -0.2249 0.1308
H -2.7474 0.9628 3.2854 0.0817 -0.0421 -0.2699
H -3.0548 -0.1702 1.9543 0.1894 0.2451 0.0260
H 4.7559 -2.8545 0.0394 -0.0511 0.3334 -0.0044
H 4.7778 -1.1826 -0.6195 0.0132 -0.0702 0.0289
H 3.6282 -2.3792 -1.2365 0.1941 -0.0376 0.0238
H 4.5367 -0.7484 2.5251 0.0510 -0.1459 -0.0257
H 2.9820 0.0886 2.6980 0.3098 -0.3424 -0.2994
H 4.0884 0.5479 1.4041 -0.1540 -0.5582 -0.0251
H 3.3269 -3.6681 1.8860 0.0079 -0.0006 0.2323
H 1.8512 -3.6510 0.9086 0.1534 0.0297 0.1436
H 1.7999 -2.9150 2.5169 0.2678 -0.1764 -0.0654
H -3.7805 -2.5360 -1.2369 0.0896 0.2095 0.1649
H -2.8191 -1.1679 -1.8400 -0.1004 -0.1458 0.1533
H -3.6037 -1.0468 -0.2511 0.0546 -0.1600 -0.1106
H -2.9113 -3.8660 1.3059 0.1938 0.3346 -0.0297
H -2.6242 -2.2515 2.0143 -0.0560 -0.1415 -0.0677
H -1.3425 -3.4566 2.0204 -0.0409 -0.0462 -0.1396
H -2.2985 -4.5777 -0.9824 0.3331 0.3090 0.0406
H -0.5911 -4.5855 -0.5659 0.0875 0.0545 -0.2043
H -1.1428 -3.9189 -2.1480 0.1137 0.1807 0.7431
C 1.0062 -2.9999 -3.7028 -0.2102 -1.4529 -0.3605
C 2.3058 -3.4165 -4.0769 -0.8450 0.0988 0.0921
C 2.4454 -4.4555 -5.0212 0.1143 0.5068 0.4509
C 1.3524 -5.0364 -5.6624 -0.3939 0.5372 0.0277
C 0.0824 -4.5282 -5.3731 0.0109 0.2057 0.7213
C -0.1054 -3.5928 -4.3106 -0.0411 -0.2711 -1.0710
O 0.7403 -2.1036 -2.6160 1.1399 1.1864 -0.4786
H 1.1433 -1.2402 -2.8873 -0.5005 -0.8974 -0.0250
H 3.1804 -2.9278 -3.6352 -0.2439 -0.3207 -0.1567
H 3.4431 -4.7996 -5.2611 0.0189 0.0533 0.0161
H 1.4780 -5.8382 -6.4074 -0.0083 0.5904 0.4474
H -0.7732 -4.8694 -5.9669 0.2340 0.0464 0.5387
H -1.1449 -3.3412 -4.0264 0.8460 0.1389 -0.2877
C 4.8380 7.2111 0.7480 1.2564 -0.2525 -0.4819
C 3.3933 7.2759 1.1931 0.2183 -0.0237 0.4586
N 2.6710 6.0001 1.2557 0.1646 1.5331 1.0579
C 1.9797 5.7766 2.5418 0.2900 -0.8948 0.1437
C 0.9077 6.8004 2.8577 -0.4943 0.8308 -0.2635
C 2.6345 5.1704 0.1533 0.4239 -1.2796 -2.5013
O 3.3535 5.3788 -0.8343 -1.1964 -0.3250 2.0236
C 1.5420 4.1182 0.0935 0.2233 0.2104 0.1599
C 0.2633 4.6670 0.0706 -0.5413 -0.3466 -0.1518
C -0.7951 3.8073 -0.2101 -0.7229 -0.5231 -0.0303
C -0.5786 2.4363 -0.4066 1.2137 0.1464 0.0298
N 0.6822 1.8901 -0.3536 -0.1510 2.3331 0.5820
C 1.7316 2.7374 -0.0963 -0.8088 -0.2095 -0.3813
H 5.4385 6.6319 1.4666 -0.2412 0.1337 -0.1902
H 5.2470 8.2328 0.7445 -0.2853 -0.2965 0.0542
H 4.9710 6.7834 -0.2526 -0.0431 0.3202 0.4358
H 3.3873 7.6530 2.2113 -0.2468 0.2217 -0.0573
H 2.8448 7.9662 0.5430 -0.2357 -0.1469 -0.1303
H 1.5737 4.7688 2.5943 0.0750 -0.0625 -0.3033
H 2.7535 5.8488 3.3177 0.1278 0.0364 -0.2239
H 0.0637 6.7433 2.1624 0.1678 0.0065 0.1342
H 0.5134 6.6591 3.8668 0.2166 -0.2440 -0.1105
H 1.3118 7.8138 2.8254 -0.1145 -0.0570 -0.0097
H 0.0750 5.7437 0.2623 0.1725 -0.8737 -0.3293
H -1.8250 4.1691 -0.2463 0.3561 -0.0048 -0.0168
H -1.4314 1.7337 -0.5669 0.7813 0.6560 -0.0442
H 2.7471 2.3033 -0.0434 -0.7211 0.1943 -0.1404
```
Positions in Å, forces in eV/Å.

⟨S²⟩	15.82
charge	+3
spin multiplicity	8
E	-3108.0049	Eh

---

The following is a DFT calculation (ωB97M-V/def2-TZVPD) of the ion C19H29N6 with charge +1 in a non-equilibrium geometry.

```
54
Properties=species:S:1:pos:R:3:forces:R:3
C 3.1229 1.8435 -1.8059 -0.0191 0.0574 -0.0324
C 4.0052 1.7660 -0.7407 0.0175 0.0777 0.0473
C 4.2093 0.5583 -0.0953 0.0016 -0.0772 -0.0707
C 3.5400 -0.5872 -0.5116 0.1069 -0.0820 -0.0213
C 3.7055 -1.8845 0.2324 -0.1066 0.1425 0.1062
C 2.7468 -1.9362 1.4353 0.7769 -0.3810 -0.1041
N 1.3979 -1.7247 0.9886 -1.2840 1.1761 0.0927
N 0.6988 -2.6829 0.3763 0.8711 -1.1289 0.0354
N -0.3981 -2.1973 0.0027 -0.8156 -0.4092 -0.5230
N -0.4745 -0.9119 0.3402 0.6480 0.4705 0.4441
C 0.6490 -0.6011 0.9591 0.1252 -0.5827 -0.0653
C 1.0030 0.7413 1.5172 0.2937 0.3420 0.0977
N 0.0685 1.8045 1.2729 -0.0670 -0.3046 -0.0701
C -1.0644 2.0005 2.1334 -0.1840 0.0732 0.0747
C -2.3384 1.2381 1.6849 0.1652 0.1640 0.5546
N -2.2756 0.9643 0.2331 0.0547 -0.1076 -0.0714
C -3.5703 0.5299 -0.3457 -0.3484 -0.1706 -0.0897
C -3.3964 -0.0008 -1.7854 -0.0184 -0.0551 -0.1190
C -4.0774 -1.3778 -1.8184 -0.1300 0.0309 -0.0168
C -5.0214 -1.3584 -0.6210 0.1759 -0.0482 0.0208
C -4.1918 -0.6345 0.4350 -0.2202 0.0836 -0.0223
C -1.6760 2.1233 -0.4526 0.3545 0.3227 -0.2148
C -0.1805 2.1960 -0.1024 0.1251 0.2329 -0.0913
C 2.6619 -0.5018 -1.5857 0.0353 -0.0166 -0.0020
C 2.4545 0.7067 -2.2297 -0.0204 0.0135 -0.0539
H 2.9673 2.7833 -2.3126 0.0024 0.1038 -0.0617
H 4.5393 2.6454 -0.4157 0.0638 0.0944 0.0263
H 4.9037 0.4994 0.7304 0.1081 0.0022 0.1047
H 3.4868 -2.7261 -0.4264 0.0481 -0.0218 0.0629
H 4.7241 -1.9882 0.6051 0.0195 -0.0715 -0.0094
H 2.7917 -2.9196 1.9075 -0.0447 0.1686 0.0802
H 2.9949 -1.1629 2.1647 -0.0800 -0.0890 -0.0264
H 1.1368 0.6465 2.6001 0.0881 -0.0005 -0.0792
H 1.9717 1.0365 1.0928 -0.0722 -0.1349 0.1290
H -0.8050 1.7071 3.1504 -0.0607 0.0589 0.0028
H -1.2728 3.0751 2.1488 -0.0789 -0.0677 0.1089
H -2.4232 0.2866 2.2096 -0.0501 -0.0058 -0.1216
H -3.2247 1.8372 1.9043 -0.0424 -0.0776 -0.0791
H -1.5756 0.1232 0.1407 -0.4090 0.4209 0.0382
H -4.2440 1.3931 -0.3308 0.1145 -0.0065 0.0542
H -3.8633 0.6760 -2.4994 0.0868 0.0575 -0.0189
H -2.3440 -0.0985 -2.0489 0.0997 0.1093 -0.0669
H -3.3349 -2.1643 -1.6852 0.0217 -0.0515 -0.0217
H -4.5972 -1.5537 -2.7564 0.0482 -0.0553 -0.0706
H -5.3157 -2.3552 -0.3035 -0.0956 -0.0176 0.0378
H -5.9211 -0.7874 -0.8508 -0.0916 0.0153 0.0024
H -4.7867 -0.3075 1.2852 0.0732 0.0031 0.1158
H -3.4065 -1.3083 0.7813 0.0882 -0.0422 0.0887
H -1.7969 2.0204 -1.5298 -0.0744 -0.0184 0.0720
H -2.2005 3.0271 -0.1338 -0.0700 -0.0866 -0.0168
H 0.3939 1.5497 -0.7701 -0.0578 0.0678 0.0238
H 0.1669 3.2254 -0.2576 -0.0689 -0.0805 -0.1701
H 2.1511 -1.3898 -1.9330 -0.0498 -0.1041 -0.0207
H 1.7812 0.7561 -3.0730 -0.0540 0.0065 -0.0899
```
Positions in Å, forces in eV/Å.

charge	+1
spin multiplicity	1
SMILES	c1ccc(CCn2nnnc2CN2CC[NH+](C3CCCC3)CC2)cc1
E	-1069.7022	Eh

---

The following is a DFT calculation (ωB97M-V/def2-TZVPD) of a structure of composition C22H23N4O9SSn in a non-equilibrium geometry.

```
60
Properties=species:S:1:pos:R:3:forces:R:3
Sn -0.6645 0.9602 -0.6729 -0.0666 0.0354 0.2000
O 7.4565 -0.6556 -0.5710 -0.0153 -0.0219 -0.0119
C 6.3117 -0.9914 -1.1950 0.0746 0.0813 0.0033
O 6.3366 -1.5157 -2.2727 -0.0256 -0.0163 -0.0081
C 5.0320 -0.6388 -0.5021 -0.0302 0.0000 0.0162
C 4.8969 0.5021 0.2801 0.0505 -0.0320 -0.0443
C 3.6557 0.8520 0.7887 -0.0991 0.0222 -0.0064
C 2.5543 0.0487 0.5212 0.1136 -0.0673 0.0131
C 2.6895 -1.1174 -0.2227 0.0309 0.0026 -0.0411
C 3.9261 -1.4500 -0.7405 -0.0622 0.0138 -0.0130
N 1.2573 0.4332 0.9656 -0.0166 0.1119 -0.0807
C 1.0722 0.5298 2.2169 -0.0608 0.0715 0.0858
C -0.2123 0.9614 2.7855 0.1169 -0.0540 -0.0373
C -0.3452 1.1284 4.1501 -0.0493 0.0129 0.0714
C -1.5689 1.5674 4.6458 0.0572 -0.0073 0.0116
C -2.5924 1.8125 3.7541 0.0075 -0.0127 -0.0427
C -2.3675 1.6016 2.3949 -0.0826 0.0370 -0.0002
N -1.2044 1.1839 1.9185 -0.0148 -0.0101 0.0420
H 7.2846 -0.3707 0.3346 0.0093 -0.0049 0.0067
H 5.7407 1.1600 0.4523 -0.0024 -0.0022 0.0085
H 3.5289 1.7678 1.3527 0.0169 0.0036 -0.0004
H 1.8197 -1.7346 -0.4020 -0.0007 -0.0265 -0.0097
H 4.0467 -2.3331 -1.3537 0.0022 -0.0043 0.0059
H 1.8694 0.2982 2.9254 0.0318 -0.0235 -0.0432
H 0.4877 0.9214 4.8087 0.0004 0.0091 0.0035
H -1.7095 1.7138 5.7081 -0.0028 -0.0002 0.0003
H -3.5619 2.1546 4.0871 -0.0082 -0.0017 -0.0078
H -3.1575 1.7496 1.6736 -0.0174 0.0300 0.0212
O -2.9698 -2.0673 -0.5494 -0.0795 -0.0256 0.0597
S -1.5495 -1.8053 -1.3214 -0.1152 0.0083 -0.0617
O -1.1524 -3.0997 -1.7236 0.0035 -0.0321 0.0528
O -1.8191 -0.7948 -2.3210 0.0544 0.0770 -0.0150
O -0.6757 -1.1897 -0.2718 -0.0010 0.0115 0.0011
C -6.1501 0.5822 0.0731 0.0418 -0.0380 -0.0530
C -5.7564 -0.5150 1.0358 -0.0794 0.2150 0.2181
C -6.9113 -1.4196 1.4030 0.0297 -0.0398 -0.0176
O -5.1634 0.0642 2.1593 -0.0131 -0.0836 -0.0829
C -3.6388 -1.0100 -0.0234 0.4744 0.7565 0.0430
O -4.7931 -1.4460 0.4120 0.1908 0.0195 -0.1805
O -3.1810 0.1202 0.0275 -0.5047 -0.9150 -0.1358
H -6.9639 1.1522 0.5172 -0.0111 -0.0049 -0.0031
H -6.4946 0.1470 -0.8639 -0.0136 0.0078 0.0064
H -5.3182 1.2513 -0.1251 0.0121 -0.0003 0.0140
H -7.6805 -0.8313 1.8996 -0.0037 -0.0006 -0.0034
H -6.5730 -2.2141 2.0702 0.0025 0.0005 0.0067
H -7.3316 -1.8817 0.5121 -0.0087 0.0054 0.0033
H -5.1825 -0.5754 2.8816 -0.0085 0.0017 0.0055
N 4.5578 0.2081 -4.4568 0.0019 0.0259 -0.0147
C 3.4146 0.3320 -3.7542 0.0461 0.0083 0.0149
C 3.1744 1.4511 -2.9356 0.0045 -0.0071 -0.0139
C 2.0093 1.5137 -2.2200 0.0238 -0.0126 0.0125
N 1.0604 0.5662 -2.2488 0.0211 -0.0493 -0.0265
C 1.2644 -0.4784 -3.0695 -0.0318 -0.1001 -0.0180
C 2.3963 -0.6345 -3.8246 0.0156 0.0044 0.0194
H 5.3187 0.8395 -4.2762 0.0091 -0.0229 0.0100
H 4.8161 -0.6871 -4.8356 -0.0220 0.0026 0.0074
H 3.9037 2.2462 -2.8577 -0.0025 0.0047 0.0031
H 1.8219 2.3643 -1.5690 -0.0002 0.0002 -0.0071
H 0.4809 -1.2238 -3.1161 0.0128 0.0382 0.0160
H 2.5038 -1.5037 -4.4591 -0.0064 -0.0020 -0.0034
```
Positions in Å, forces in eV/Å.

charge	+1
spin multiplicity	1
E	-2360.7642	Eh
relative energy (zero: lowest compared OMol25 entry of this formula, charge and spin)	0.0	kcal/mol

---

The following is a DFT calculation (ωB97M-V/def2-TZVPD) of an isolated molecule of C25H27N5O2S in a non-equilibrium geometry.

```
60
Properties=species:S:1:pos:R:3:forces:R:3
C 1.8076 -7.7360 -2.4686 -0.0149 -0.1468 -0.1159
O 1.8905 -6.6298 -1.6070 -0.0386 0.2606 0.1815
C 0.8112 -5.7924 -1.5247 0.0146 0.1355 0.1170
C -0.3784 -5.9426 -2.2260 0.2852 -0.1800 -0.0543
C -1.4019 -5.0275 -2.0668 -0.0127 0.2005 0.0464
C -1.2809 -3.9228 -1.2218 0.1494 -0.3068 -0.0416
N -2.3627 -3.0549 -1.0630 -0.3931 0.0000 0.2130
C -3.0508 -2.5680 -2.2411 0.1461 0.2356 -0.3048
C -2.3688 -1.3022 -2.7788 -0.3030 -0.1796 -0.3368
N -2.3272 -0.2828 -1.7487 0.0678 -0.3357 -0.1130
C -2.9943 0.8717 -1.9433 0.0675 0.1294 0.1373
O -3.6242 1.0960 -2.9616 -0.2177 0.2573 -0.1676
C -2.9212 1.9276 -0.8524 0.1271 0.3025 0.0006
S -1.2593 2.6876 -0.7703 -0.1014 0.0348 -0.3092
C -0.8789 2.4151 0.9066 -0.2555 -0.1596 -0.0471
N -1.5815 1.6267 1.6869 -0.1640 0.2713 -0.7946
N -1.0418 1.6338 2.9048 0.5339 0.0442 1.1958
C 0.0011 2.4272 2.8795 -0.2354 -0.0751 -0.4182
C 0.8901 2.7687 3.9369 0.5909 0.4032 0.1330
C 0.6499 2.1645 5.2778 -0.0216 -0.0009 -0.0423
C 1.8951 3.6293 3.6482 -0.4269 -0.4269 0.3182
C 2.0781 4.1723 2.3363 -0.1767 0.0398 -0.5391
C 3.1318 5.0506 2.0537 -0.1542 -0.0629 -0.1731
C 3.3226 5.5731 0.7927 -0.0291 -0.0309 0.0527
C 4.4532 6.5081 0.4951 0.0050 -0.0008 -0.0355
C 2.4363 5.2067 -0.2248 -0.0372 -0.0722 0.1463
C 1.3889 4.3471 0.0149 -0.0471 -0.0496 -0.0072
C 1.1950 3.8263 1.2924 0.7736 0.5823 0.0212
N 0.1632 2.9621 1.6058 -0.6891 -0.6658 0.4604
C -1.6547 -0.7303 -0.5499 -0.0240 -0.1540 0.4162
C -2.3280 -2.0229 -0.0533 0.2431 0.2222 0.0516
C -0.0832 -3.7932 -0.5115 -0.1078 0.0617 -0.0376
C 0.9360 -4.7101 -0.6582 0.1044 -0.3241 -0.1654
H 1.0048 -8.4197 -2.1723 0.0190 0.0261 -0.0252
H 2.7645 -8.2492 -2.3842 -0.0854 -0.0070 -0.0447
H 1.6548 -7.4273 -3.5085 -0.0108 -0.0176 0.0365
H -0.5304 -6.7749 -2.8952 0.0167 -0.0878 -0.0485
H -2.3225 -5.1958 -2.6041 -0.0922 -0.0094 -0.0145
H -3.0637 -3.3261 -3.0210 -0.0617 0.0173 0.0393
H -4.0837 -2.3323 -1.9642 0.0208 -0.0181 -0.0869
H -2.9155 -0.8963 -3.6308 0.1270 -0.0799 0.0673
H -1.3425 -1.5439 -3.0801 -0.0416 -0.0015 -0.0079
H -3.1466 1.5513 0.1429 -0.0558 -0.0142 -0.0411
H -3.6097 2.7272 -1.1266 0.0274 -0.1935 0.0354
H 0.6998 1.0795 5.2077 -0.0137 -0.0839 0.0671
H 1.3828 2.5171 5.9983 0.0320 0.0080 0.0460
H -0.3515 2.4170 5.6212 -0.0597 -0.0233 0.0873
H 2.5941 3.9257 4.4163 0.0634 0.0065 0.1239
H 3.8060 5.3149 2.8557 0.0845 0.0383 0.0882
H 5.1185 6.0694 -0.2476 0.0935 0.0317 -0.0308
H 4.0731 7.4437 0.0878 0.0456 0.0911 -0.0141
H 5.0278 6.7249 1.3916 0.0704 0.0497 0.0244
H 2.5777 5.6050 -1.2181 0.0006 0.0369 -0.1264
H 0.7195 4.0752 -0.7846 0.0364 0.0629 -0.0843
H -1.6952 0.0145 0.2424 0.0218 -0.0570 -0.1338
H -0.6054 -0.9304 -0.7995 -0.0287 0.0521 0.0707
H -1.8318 -2.3904 0.8438 -0.0379 0.0108 0.0198
H -3.3667 -1.7899 0.2081 0.0719 0.0333 0.0574
H 0.0727 -2.9707 0.1682 -0.0135 0.1005 0.0382
H 1.8563 -4.5976 -0.1067 0.1115 0.0187 0.0687
```
Positions in Å, forces in eV/Å.

spin multiplicity	1
SMILES	COc1ccc(N2CCN(C(=O)CSc3nnc4c(C)cc5cc(C)ccc5n34)CC2)cc1
E	-1791.3172	Eh
relative energy (zero: lowest compared OMol25 entry of this formula, charge and spin)	27.9	kcal/mol